{"formula": "CH4F2InNO5S2", "method": "wB97M-V/def2-TZVPD", "total_charge": 2, "de_lowest_kcal_mol": 53.0, "mol_weight_g_mol": 326.99, "e_homo_ev": -19.02, "species": ["In", "N", "S", "O", "O", "F", "S", "O", "O", "F", "C", "O", "H", "H", "H", "H"], "coordinates": [[2.448, -0.849, 1.430], [0.861, 0.961, -0.128], [1.229, 2.142, -0.995], [1.300, 3.462, -0.480], [1.016, 2.022, -2.440], [2.779, 1.706, -0.955], [-0.816, 1.439, -0.188], [-1.608, 0.844, -1.243], [-1.207, 2.765, 0.274], [-1.204, 0.458, 1.037], [-0.970, -2.342, 0.369], [0.148, -2.660, 1.133], [-1.782, -1.856, 0.911], [-0.691, -1.627, -0.404], [-1.337, -3.227, -0.150], [-0.164, -3.238, 1.832]], "forces_ev_per_angstrom": [[0.0, -0.3, 0.3], [-5.0, -0.9, 0.6], [10.6, 3.7, -5.9], [-1.1, -0.2, 0.4], [-1.6, -0.2, 2.2], [-0.8, 0.4, 0.1], [-7.7, -1.8, 4.2], [2.4, 0.7, 0.3], [2.0, -2.5, -1.2], [1.0, 1.2, -0.9], [-0.2, 1.1, -1.2], [0.5, 0.3, 0.0], [-0.3, -0.4, 0.5], [0.3, -0.2, -0.1], [-0.3, -0.5, 0.0], [0.2, -0.4, 0.7]], "lowdin_charge": [1.258, -0.144, 0.472, -0.008, 0.022, -0.170, 0.644, -0.082, -0.088, -0.156, -0.094, -0.123, 0.117, 0.075, 0.146, 0.132]}